ORCA calculation (ωB97M-V/def2-TZVPD) on a single C26H17F2N3O2 molecule.

Geometry as ORCA input:
```
! RIJCOSX wB97M-V def2-TZVPD def2/J DEFGRID3
* xyz 0 1
N -7.5119 3.8069 -0.5852
C -6.5043 3.0212 -0.0937
C -6.6945 2.3357 1.0847
C -5.6134 1.5603 1.5683
N -4.4332 1.4394 0.9034
C -4.2884 2.1026 -0.2174
N -3.0053 1.9592 -0.6603
C -2.4225 2.2334 -1.8628
O -3.0308 2.7680 -2.7742
C -0.9407 1.9946 -1.9746
C -0.2686 1.8274 -3.2052
C 1.1052 1.5255 -3.3049
C 1.8465 1.4468 -2.1056
C 1.2097 1.5841 -0.8840
C -0.1658 1.8580 -0.8182
C 2.3604 1.4575 0.1110
O 3.4512 2.0083 -0.6863
C 3.3203 1.1494 -1.8359
C 3.3589 -0.1605 -1.1407
C 4.0166 -1.3630 -1.4670
C 3.9894 -2.3777 -0.4860
C 3.3546 -2.1898 0.7557
C 3.3512 -3.2978 1.7286
C 2.1227 -3.6878 2.2589
C 2.0110 -4.7910 3.0982
C 3.1410 -5.5305 3.4184
F 2.9863 -6.5911 4.2582
C 4.3673 -5.1875 2.8601
C 4.4837 -4.1058 1.9560
F 5.6852 -3.8510 1.3671
C 2.7513 -0.9619 1.0559
C 2.7734 0.0231 0.0996
C -5.3173 2.8928 -0.7739
H -8.4287 3.8317 -0.1365
H -7.4158 4.1166 -1.5596
H -7.5853 2.3965 1.6502
H -5.6991 1.0052 2.5185
H -2.3901 1.4935 0.0106
H -0.8550 1.9252 -4.1082
H 1.5823 1.4124 -4.2803
H -0.5993 1.9362 0.1559
H 2.1609 1.8759 1.0827
H 4.0188 1.2571 -2.6246
H 4.5358 -1.5042 -2.4279
H 4.4603 -3.3410 -0.7207
H 1.2312 -3.1672 1.9435
H 1.0588 -5.0994 3.4722
H 5.2371 -5.7951 3.0731
H 2.3314 -0.6792 2.0122
H -5.1325 3.4370 -1.7093
*
```

The calculation puts the energy relative to the best compared isomer or geometry (same formula, charge and spin) at 0.0 kcal per mole. As for the largest force on an atom: 0.0605 hartree/bohr. As for the frontier orbital gap: 8.75 eV. The SMILES is Nc1ccnc(NC(=O)c2ccc3c(c2)[C@@H]2O[C@H]3c3ccc(-c4ccc(F)cc4F)cc32)c1. As for the LUMO energy: 0.23 eV. The energy comes out at -1515.46560 Eh.